(1)
# C6H10N

A gas-phase ion, C6H10N (charge +1) (ωB97M-V/def2-TZVPD, the Open Molecules 2025 dataset).

Computed properties:
E (eV): -7864.2827
Relative energy (zero: lowest compared OMol25 entry of this formula, charge and spin) (eV): 2.065
SMILES: C[C@]12CC1=CC[NH2+]2
Net charge: +1
Gap between HOMO and LUMO (eV): 9.6246
HOMO energy (eV): -13.176
LUMO energy (eV): -3.551

Element x y z (Å)
C 0.538 -1.656 0.491
C 0.736 -0.401 0.884
C -0.271 -1.581 -0.796
C 0.320 0.602 1.853
C -0.034 0.576 0.080
C 0.462 1.736 -0.714
N -1.048 -0.301 -0.583
H 0.821 -2.581 0.951
H 0.355 -1.472 -1.687
H -0.935 -2.434 -0.924
H -0.429 0.335 2.579
H 0.929 1.464 2.067
H -0.203 2.594 -0.644
H 0.566 1.460 -1.765
H 1.443 2.032 -0.354
H -1.389 0.118 -1.456
H -1.861 -0.492 0.017

The natural (NBO) scheme yields these atomic charges, measured in e:
1 C -0.205
2 C -0.029
3 C -0.243
4 C -0.302
5 C 0.090
6 C -0.653
7 N -0.512
8 H 0.255
9 H 0.239
10 H 0.245
11 H 0.246
12 H 0.251
13 H 0.241
14 H 0.226
15 H 0.260
16 H 0.447
17 H 0.444


(2)
# C6H10N2

A molecular structure, C6H10N2 (ωB97M-V/def2-TZVPD, the Open Molecules 2025 dataset).

Computed properties:
E (eV): -9356.3634
Relative energy (zero: lowest compared OMol25 entry of this formula, charge and spin) (eV): 8.074
Net charge: 0
Gap between HOMO and LUMO (eV): 8.8138
HOMO energy (eV): -7.819
LUMO energy (eV): 0.995

Element x y z (Å)
C -1.768 1.152 -1.037
C -1.372 0.446 0.213
C 0.610 -0.827 0.853
C 1.188 0.631 0.804
C 1.302 -0.954 -0.384
C -0.421 0.445 -0.980
H -2.465 0.767 -1.841
H -1.708 2.276 -0.813
H -0.916 1.025 0.916
H -1.335 -1.386 1.506
H 1.223 -1.611 1.474
H 0.585 1.449 1.213
H 2.227 0.716 1.138
H 0.985 -1.957 -0.919
H 2.362 -1.365 -0.203
H -0.612 -0.464 -1.753
N -0.906 -0.920 0.608
N 1.022 0.578 -0.795

The natural (NBO) scheme yields these atomic charges, measured in e:
1 C -0.392
2 C -0.161
3 C -0.125
4 C -0.263
5 C -0.258
6 C -0.046
7 H 0.239
8 H 0.231
9 H 0.178
10 H 0.355
11 H 0.222
12 H 0.189
13 H 0.223
14 H 0.210
15 H 0.214
16 H 0.199
17 N -0.627
18 N -0.389


(3)
# C6H10N2

A molecular structure, C6H10N2 (ωB97M-V/def2-TZVPD, the Open Molecules 2025 dataset).

Computed properties:
E (eV): -9356.9049
Relative energy (zero: lowest compared OMol25 entry of this formula, charge and spin) (eV): 7.532
Net charge: 0
Gap between HOMO and LUMO (eV): 9.8065
HOMO energy (eV): -8.915
LUMO energy (eV): 0.892

Element x y z (Å)
C -0.401 1.101 0.383
C -0.365 -0.318 0.969
C 1.135 -1.135 0.721
C 1.051 -1.256 -0.672
C 0.893 -0.179 -1.599
C -0.857 -0.207 -0.292
H -1.833 1.793 1.941
H -2.424 2.089 -0.070
H 0.564 1.609 0.015
H -0.810 -0.526 1.863
H 1.997 -0.447 1.065
H 1.245 -2.054 1.443
H 1.544 -2.175 -1.096
H 0.689 0.818 -1.151
H 1.358 -0.046 -2.695
H -2.064 0.103 -0.373
N -1.467 1.960 0.774
N -0.254 -1.130 -1.226

The natural (NBO) scheme yields these atomic charges, measured in e:
1 C -0.109
2 C -0.220
3 C -0.404
4 C -0.157
5 C -0.270
6 C -0.093
7 H 0.383
8 H 0.376
9 H 0.194
10 H 0.215
11 H 0.222
12 H 0.236
13 H 0.217
14 H 0.210
15 H 0.210
16 H 0.216
17 N -0.875
18 N -0.352


Q: Which formula does entry 1 have?
A: C6H10N